{
  "formula": "C28H43ErF9OP2",
  "method": "the ωB97M-V functional and the def2-TZVPD basis",
  "elements": ["Er", "C", "C", "C", "C", "C", "C", "H", "H", "H", "C", "H", "H", "H", "C", "H", "H", "H", "C", "H", "H", "H", "C", "H", "H", "H", "C", "C", "C", "C", "C", "C", "C", "C", "H", "H", "H", "H", "H", "H", "H", "H", "H", "H", "H", "H", "P", "P", "C", "C", "H", "H", "H", "H", "C", "H", "H", "H", "C", "H", "H", "H", "C", "H", "H", "H", "C", "H", "H", "H", "F", "C", "F", "F", "C", "O", "C", "F", "F", "F", "C", "F", "F", "F"],
  "coordinates": [[1.444, -1.744, -0.450], [-0.121, -3.735, -0.330], [-0.703, -2.626, -1.041], [1.120, -3.435, -2.255], [1.009, -4.210, -1.061], [0.055, -2.462, -2.261], [-0.818, -4.467, 0.738], [-1.629, -3.859, 1.155], [-0.143, -4.746, 1.553], [-1.255, -5.407, 0.355], [1.776, -5.437, -0.723], [1.671, -5.687, 0.339], [2.842, -5.274, -0.912], [1.470, -6.334, -1.294], [2.132, -3.665, -3.317], [2.243, -4.734, -3.580], [3.115, -3.310, -2.966], [1.898, -3.118, -4.235], [-0.305, -1.480, -3.300], [-1.211, -1.809, -3.829], [0.496, -1.352, -4.039], [-0.522, -0.493, -2.864], [-2.093, -2.161, -0.800], [-2.771, -2.973, -1.161], [-2.382, -1.233, -1.332], [-2.305, -1.998, 0.264], [-2.099, 0.499, 2.289], [-3.279, -0.122, 2.158], [-4.512, 0.376, 1.469], [-4.462, 1.753, 0.757], [-3.896, 1.648, -0.634], [-2.626, 1.406, -0.982], [-1.433, 1.260, -0.084], [-1.575, 1.603, 1.413], [-5.350, 0.411, 2.200], [-3.942, 2.493, 1.386], [-4.829, -0.410, 0.752], [-2.132, 2.530, 1.563], [-1.377, 0.124, 3.040], [-3.378, -1.109, 2.636], [-0.559, 1.817, 1.785], [-1.042, 0.225, -0.153], [-2.387, 1.340, -2.063], [-0.648, 1.929, -0.507], [-5.503, 2.107, 0.633], [-4.642, 1.747, -1.443], [0.456, 3.786, 0.463], [1.621, 3.176, -2.327], [1.193, 5.260, -0.408], [2.129, 4.820, -1.527], [1.722, 5.876, 0.338], [0.363, 5.864, -0.815], [2.165, 5.597, -2.309], [3.155, 4.673, -1.153], [2.640, 3.572, -3.802], [2.366, 2.920, -4.627], [3.691, 3.415, -3.566], [2.501, 4.611, -4.106], [0.057, 3.857, -3.072], [0.166, 4.928, -3.306], [-0.814, 3.717, -2.420], [-0.131, 3.309, -4.005], [1.668, 3.581, 1.819], [1.505, 2.607, 2.306], [1.542, 4.389, 2.556], [2.693, 3.598, 1.417], [-0.859, 4.800, 1.292], [-0.843, 5.825, 0.924], [-0.699, 4.806, 2.368], [-1.849, 4.403, 1.070], [0.455, -0.997, 3.890], [0.667, -2.337, 3.728], [0.926, -2.874, 4.947], [-0.498, -2.860, 3.263], [1.834, -2.596, 2.728], [1.378, -2.354, 1.453], [3.026, -1.660, 3.040], [3.380, -1.695, 4.348], [4.099, -2.025, 2.279], [2.740, -0.368, 2.715], [2.418, -4.027, 2.886], [3.167, -4.182, 4.005], [1.425, -4.962, 2.930], [3.203, -4.332, 1.811]],
  "atomic_forces_ev_per_a": [[0.15, 0.05, 0.44], [-0.30, 0.02, -1.89], [0.73, -1.25, -0.66], [-1.36, 0.58, 0.07], [-1.07, 0.64, 0.15], [0.18, -1.32, 0.66], [-0.15, -0.23, 1.01], [0.23, -0.29, -0.03], [-0.33, 0.05, -0.23], [0.15, 0.39, -0.04], [0.59, -0.38, 0.33], [0.01, 0.06, -0.31], [-0.02, -0.24, 0.01], [-0.02, 0.56, 0.07], [0.70, 0.08, -0.31], [-0.11, 0.50, 0.25], [0.06, -0.24, -0.33], [0.02, -0.09, 0.15], [-0.02, 0.55, -0.76], [0.22, 0.19, 0.06], [-0.24, 0.02, 0.09], [-0.03, -0.11, -0.18], [-1.05, 0.17, -0.14], [0.31, 0.61, 0.28], [0.30, -0.50, 0.22], [0.03, 0.02, -0.25], [-0.01, -0.80, 0.03], [0.46, 0.07, 0.49], [-0.73, -0.28, -0.42], [-0.51, -0.22, 0.09], [0.35, 0.05, -0.62], [-0.45, -0.06, -0.29], [0.31, 0.34, -0.10], [0.41, 0.38, 0.36], [0.64, -0.09, -0.15], [-0.40, -0.31, -0.29], [0.00, 0.43, 0.11], [0.25, -0.23, -0.21], [-0.52, -0.10, -0.75], [-0.20, 0.63, 0.24], [-0.29, 0.00, -0.16], [-0.03, -0.06, -0.05], [-0.22, 0.01, 0.64], [-0.48, -0.61, 0.30], [0.49, -0.15, 0.28], [0.53, -0.05, 0.39], [0.02, 1.69, -0.18], [-0.02, 1.83, -0.53], [0.18, -0.16, 0.09], [0.30, -0.43, 0.32], [-0.23, 0.00, -0.25], [0.31, -0.36, 0.14], [0.08, -0.41, 0.19], [-0.23, 0.13, -0.08], [0.23, -0.49, -0.26], [0.10, -0.07, -0.16], [0.13, -0.01, -0.09], [-0.03, -0.13, -0.04], [-0.31, -0.46, 0.04], [0.02, -0.37, 0.07], [0.14, 0.06, -0.08], [-0.06, 0.16, 0.18], [0.17, -0.10, 0.35], [0.15, 0.37, 0.00], [0.25, -0.30, -0.16], [-0.29, -0.01, 0.14], [-0.21, -0.23, 0.10], [0.11, -0.03, 0.12], [-0.20, 0.01, 0.09], [-0.02, 0.05, 0.11], [0.38, -1.27, -0.13], [-0.94, 0.11, 0.92], [-0.30, 0.52, -1.15], [1.22, 0.42, 0.46], [-0.09, 0.36, -0.22], [0.99, 0.03, 1.59], [0.78, 0.97, 0.74], [-0.27, 0.28, -1.41], [-0.73, 0.53, 0.61], [0.24, -0.97, 0.07], [0.17, -1.68, 0.11], [-0.77, 0.15, -1.22], [0.90, 0.82, 0.05], [-0.76, 0.21, 0.89]],
  "de_lowest_kj_mol": 235.8,
  "homo_lumo_gap_ev": [5.87, 5.96],
  "total_charge": 1,
  "e_tot_ha": -3764.25475,
  "s2": 3.754,
  "multiplicity": 4
}